Density functional theory data (the ωB97M-V functional and the def2-TZVPD basis) for a cluster of 7 separate species, C26H58ClIN9O8P2S in total.

## Properties
Spin multiplicity ... 1
Total charge ... +1
HOMO energy ... -10.80 eV
LUMO energy ... -3.94 eV
Gap between HOMO and LUMO ... 6.9 eV

Each line ends with the Mulliken charge.
Geometry (Å):
C 4.7865 -2.5831 1.4752  -1.000
P 3.6472 -1.5185 0.3079  0.575
C 3.7815 0.2565 1.0986  -0.932
C 1.8743 -2.1539 0.6225  -0.161
S 1.2071 -1.1291 2.0855  -0.175
C 1.7600 -3.7777 0.8636  -0.796
C 0.2521 -4.2918 1.2759  -0.235
C 0.2618 -4.5053 2.8978  0.056
C -1.1128 -5.0997 3.5501  -0.122
O -1.1112 -5.2653 4.9023  -0.527
I -2.9361 -5.7045 2.5098  0.043
N -0.8827 -3.4686 0.7289  0.055
C -0.4578 -2.1948 0.0528  0.128
N -1.4501 -1.2179 -0.1043  -0.135
P -3.1319 -1.4670 0.5268  0.226
O -4.0080 0.0748 0.4579  -0.419
Cl -3.0735 -1.8894 2.6418  -0.146
N 0.8929 -1.8558 -0.5310  -0.095
H 5.1955 -3.5483 0.9532  0.301
H 4.1437 -2.9539 2.4056  0.253
H 5.6544 -1.9173 1.9520  0.353
H 2.8992 0.9614 0.7832  0.234
H 3.8208 0.0924 2.2802  0.338
H 4.8523 0.6881 0.8192  0.358
H 0.7032 0.0567 1.4911  0.189
H 2.5123 -4.2013 1.6666  0.283
H 2.0110 -4.2817 -0.1821  0.328
H 0.1427 -5.3778 0.7911  0.258
H 0.5678 -3.5513 3.5207  0.155
H 1.1152 -5.3097 3.1219  0.245
H -1.5685 -4.0160 0.1658  0.447
H -1.2685 -0.2997 -0.5938  0.324
H -3.4213 0.6753 1.0382  0.316
H 0.9760 -0.8467 -0.8030  0.215
C -4.8984 3.3014 3.0476  -1.198
C -4.0946 3.5644 1.8043  0.773
O -2.9169 3.2265 1.7044  -0.710
N -4.7093 4.1989 0.7661  -0.139
C -6.0709 4.6711 0.6877  -0.821
H -4.2739 2.7900 3.7855  0.197
H -5.2396 4.2461 3.4792  0.429
H -5.7516 2.6593 2.8125  0.417
H -4.1038 4.3399 -0.0343  0.222
H -6.5544 4.1744 -0.1570  0.278
H -6.0468 5.7480 0.5041  0.281
H -6.6356 4.4702 1.5994  0.325
C 1.2411 -0.4785 -4.6490  -1.410
C 1.1572 0.5236 -3.5311  0.698
O 1.6387 0.3057 -2.4213  -0.631
N 0.5232 1.7053 -3.7760  -0.147
C -0.1017 2.1472 -4.9997  -0.854
H 1.7739 -1.3687 -4.3031  0.302
H 0.2362 -0.7766 -4.9602  0.460
H 1.7909 -0.0526 -5.4926  0.453
H 0.5078 2.3269 -2.9756  0.247
H 0.3880 3.0713 -5.3164  0.318
H -1.1537 2.3534 -4.7886  0.198
H -0.0293 1.4057 -5.7968  0.354
C 6.7101 0.3798 -5.6222  -1.393
C 5.2321 0.4649 -5.3587  0.912
O 4.4107 0.5546 -6.2688  -0.634
N 4.8097 0.4403 -4.0629  0.017
C 5.6080 0.3406 -2.8646  -0.797
H 6.8919 0.4113 -6.7001  0.307
H 7.2217 1.2286 -5.1606  0.358
H 7.1058 -0.5619 -5.2323  0.361
H 3.8026 0.5016 -3.9669  0.002
H 5.2942 -0.5539 -2.3210  0.212
H 5.4091 1.2217 -2.2498  0.240
H 6.6762 0.2800 -3.0784  0.386
C -2.3185 3.0600 6.6611  -1.363
C -3.4421 3.9587 6.2243  0.823
O -4.4724 3.5177 5.7192  -0.698
N -3.2946 5.3021 6.4025  -0.144
C -2.1727 6.0100 6.9713  -0.849
H -2.5818 2.0187 6.4551  0.294
H -1.4084 3.3025 6.1059  0.364
H -2.1497 3.1677 7.7359  0.406
H -4.0923 5.8401 6.0841  0.238
H -2.5304 6.5740 7.8362  0.293
H -1.7952 6.7077 6.2199  0.286
H -1.3696 5.3397 7.2811  0.327
C 1.5020 -9.6670 2.0373  -1.154
C 2.3202 -8.9865 3.0995  0.788
O 3.5437 -8.8945 3.0226  -0.659
N 1.6662 -8.4613 4.1741  -0.173
C 0.2489 -8.4657 4.4470  -0.505
H 2.1620 -10.0341 1.2463  0.291
H 0.9684 -10.5199 2.4654  0.352
H 0.7962 -8.9575 1.5970  0.278
H 2.2845 -8.0202 4.8451  0.220
H -0.0826 -7.4285 4.5377  0.006
H 0.0881 -8.9777 5.3988  0.312
H -0.3254 -8.9639 3.6646  0.286
C -2.1260 5.2637 -5.2113  -1.228
C -1.3223 5.5268 -6.4546  0.797
O -0.1446 5.1889 -6.5545  -0.653
N -1.9370 6.1612 -7.4928  -0.174
C -3.2986 6.6334 -7.5712  -0.806
H -1.5016 4.7523 -4.4733  0.184
H -2.4673 6.2085 -4.7797  0.428
H -2.9792 4.6217 -5.4464  0.363
H -1.3315 6.3022 -8.2932  0.244
H -3.7821 6.1367 -8.4159  0.279
H -3.2745 7.7103 -7.7548  0.282
H -3.8633 6.4326 -6.6595  0.317

=====

Density functional theory data (the ωB97M-V functional and the def2-TZVPD basis) for a structure of composition C26H58FGeN7PtSi3.

## Properties
Spin multiplicity ... 2
⟨S²⟩ ... 0.7686
Total charge ... +1
HOMO energy (spin up / spin down) ... -9.22 / -10.31 eV
Energy above the lowest of the compared OMol25 structures with the same formula, charge and spin ... 17.5 kcal per mole
LUMO energy (spin up / spin down) ... -2.05 / -3.85 eV
Gap between HOMO and LUMO (spin up / spin down) ... 7.2 / 6.5 eV

Each line ends with the Mulliken charge.
Geometry (Å):
Pt 0.0408 -1.0808 0.0160  -0.382
C 4.1988 -3.2006 -1.4177  -1.050
N 3.9677 -3.0144 0.0112  0.279
C 5.0169 -3.5712 0.8539  -1.265
C 2.7127 -2.7613 0.4954  0.200
N 1.7959 -2.1758 -0.2086  -0.271
N 2.4972 -3.2869 1.7509  -0.029
C 1.3455 -3.3050 2.5563  0.182
N 1.4378 -4.2902 3.5120  -0.494
N 0.4116 -2.4589 2.4066  -0.165
H 5.2367 -2.9578 -1.6348  0.368
H 3.5926 -2.5448 -2.0363  0.374
H 4.0053 -4.2354 -1.7140  0.310
H 4.9489 -4.6610 0.9550  0.398
H 5.0220 -3.0991 1.8355  0.437
H 5.9746 -3.3391 0.3940  0.292
H 2.1950 -1.8765 -1.0873  0.141
H 3.2396 -3.8707 2.0900  0.234
H 1.9498 -5.1306 3.3001  0.168
H 0.6371 -4.4233 4.1042  0.245
H -0.3646 -2.6537 3.0312  0.154
C -1.4409 3.2977 1.0216  -0.528
Si 0.0113 2.3456 1.7541  0.490
C -0.5622 1.1678 3.1123  -0.994
C 1.0527 3.6231 2.6581  -1.186
Ge 1.2151 1.1611 0.0371  -0.463
Si 3.4812 1.1264 0.8176  0.711
C 4.7160 0.4532 -0.4342  -0.825
C 3.5649 0.1463 2.4236  -0.999
C 4.0376 2.8982 1.1680  -1.286
Si 1.3455 2.3101 -2.0599  0.765
C 1.7728 0.9887 -3.3319  -1.143
C -0.1752 3.2790 -2.6220  -1.086
C 2.7556 3.5490 -2.0011  -1.161
H -1.0740 4.2018 0.5276  0.387
H -2.1207 3.6206 1.8160  0.424
H -2.0145 2.7288 0.2914  -0.252
H -1.3311 1.6535 3.7217  0.442
H 0.2840 0.9451 3.7687  0.335
H -0.9330 0.2049 2.7633  -0.018
H 0.4467 3.9924 3.4927  0.395
H 1.3117 4.4815 2.0342  0.310
H 1.9735 3.2125 3.0757  0.247
H 4.4042 -0.4890 -0.8741  -0.059
H 5.6841 0.2995 0.0536  0.437
H 4.8665 1.1677 -1.2465  0.388
H 2.9213 -0.7338 2.4061  0.041
H 3.2234 0.7675 3.2566  0.402
H 4.5899 -0.1656 2.6492  0.413
H 4.7680 3.2136 0.4203  0.452
H 4.5219 2.9478 2.1473  0.433
H 3.2284 3.6282 1.1651  0.200
H 1.0095 0.2068 -3.3661  0.288
H 2.7286 0.5183 -3.0808  0.241
H 1.8662 1.4164 -4.3340  0.445
H -0.6729 2.7966 -3.4660  0.433
H 0.1449 4.2679 -2.9605  0.544
H -0.9072 3.4315 -1.8270  0.046
H 3.7160 3.0998 -1.7469  0.185
H 2.5590 4.3521 -1.2867  0.317
H 2.8506 4.0043 -2.9922  0.425
F -6.3133 -2.7600 -1.7639  -0.396
C -4.9850 -2.8034 -1.5609  0.404
C -4.5146 -3.0248 -0.2795  -0.723
C -3.1464 -3.0486 -0.0757  -0.176
C -2.2449 -2.8597 -1.1294  -0.038
C -0.7956 -2.8550 -0.8867  -1.556
C -2.7686 -2.6663 -2.4090  -0.390
C -4.1369 -2.6355 -2.6363  -0.679
H -5.2183 -3.1822 0.5277  0.514
H -2.7595 -3.2176 0.9238  0.500
H -0.2056 -3.0307 -1.7832  0.564
H -0.4942 -3.5244 -0.0799  0.663
H -2.0888 -2.5406 -3.2442  0.438
H -4.5499 -2.4972 -3.6271  0.505
C -4.5644 2.7507 -1.4159  -0.950
C -4.7386 1.2377 -1.4357  -0.887
N -3.8862 0.5236 -0.4756  1.137
C -4.5593 0.0654 0.7423  -0.901
C -4.9215 1.1774 1.7139  -1.280
C -2.5894 0.2702 -0.7367  0.192
C -2.0790 0.5343 -2.1178  -1.409
N -1.7539 -0.1605 0.1704  1.536
H -5.2765 3.2131 -2.1009  0.468
H -3.5628 3.0489 -1.7267  0.074
H -4.7368 3.1552 -0.4190  0.274
H -4.5707 0.8426 -2.4378  0.394
H -5.7668 0.9790 -1.1817  0.591
H -3.9473 -0.6865 1.2366  0.254
H -5.4569 -0.4675 0.4196  0.588
H -4.0444 1.7650 1.9810  0.148
H -5.3423 0.7497 2.6246  0.463
H -5.6691 1.8492 1.2916  0.314
H -2.7061 0.0611 -2.8700  0.382
H -1.0648 0.1529 -2.1919  -0.070
H -2.0679 1.6055 -2.3090  -0.028
H -2.1546 -0.2012 1.0974  -0.243

=====

Density functional theory data (the ωB97M-V functional and the def2-TZVPD basis) for a structure of composition C26H58InO10P.

## Properties
Spin multiplicity ... 1
Total charge ... -2
HOMO energy ... -0.11 eV
LUMO energy ... 3.59 eV
Gap between HOMO and LUMO ... 3.7 eV

Each line ends with the Mulliken charge.
Geometry (Å):
C 5.0429 -2.2425 1.4771  -1.044
C 4.1882 -1.7599 0.1939  -0.220
C 2.6280 -1.5084 0.5626  -0.177
C 2.3157 0.0803 0.6043  -0.800
C 1.4410 0.5102 -0.6633  -0.254
C 0.7551 1.9461 -0.4994  -0.660
C -0.8364 1.8816 -0.4317  -0.401
C -1.4264 1.9434 1.0616  0.444
C -3.0177 1.7611 0.9719  -1.090
In -3.5497 -0.4546 1.2508  0.431
C -4.1540 -1.2914 -0.7562  -1.090
C -3.2856 -2.5332 -1.2686  -0.041
C -3.6750 -3.9218 -0.5333  -0.556
O -2.9107 -3.9494 0.6824  -0.004
C -3.2871 -5.0375 1.5436  -0.781
P -5.5780 -0.5514 2.8116  0.484
O -6.8947 -0.0317 2.1611  -0.776
C -1.7335 -1.4099 2.1832  0.151
O -0.7198 -1.7657 1.4870  -0.534
O -1.6764 -1.6010 3.5684  -0.826
H 4.5687 -1.9518 2.4659  0.328
H 6.0697 -1.7310 1.4265  0.262
H 5.1830 -3.3761 1.4143  0.249
H 4.3071 -2.5538 -0.6256  0.080
H 4.6327 -0.7951 -0.2483  0.356
H 2.3526 -2.0116 1.5415  0.442
H 2.0200 -1.9229 -0.3183  -0.112
H 3.3117 0.6564 0.6030  0.343
H 1.7999 0.3046 1.6058  0.282
H 0.6736 -0.3170 -0.8818  0.134
H 2.1571 0.5388 -1.5624  0.193
H 1.0422 2.5630 -1.4252  0.367
H 1.1560 2.5002 0.4147  0.254
H -1.2514 2.8157 -0.9631  0.324
H -1.2960 0.9820 -0.9630  0.037
H -1.1582 2.9779 1.4832  -0.378
H -0.9215 1.1841 1.7537  0.142
H -3.3686 2.0183 -0.0810  0.178
H -3.5718 2.3099 1.7989  0.270
H -4.0327 -0.4492 -1.5268  0.210
H -5.2592 -1.6161 -0.7730  0.318
H -2.1634 -2.3936 -1.1639  -0.009
H -3.5238 -2.6839 -2.3888  0.375
H -4.8032 -3.9596 -0.3887  0.301
H -3.3475 -4.7718 -1.2449  0.238
H -2.9221 -4.7518 2.5947  0.206
H -2.6836 -5.9564 1.2223  0.216
H -4.4074 -5.2191 1.6080  0.285
H -5.2905 0.3249 3.9233  -0.063
H -5.7649 -1.8659 3.3929  -0.056
C 1.7992 9.3841 3.7315  -0.786
O 0.8612 9.1607 2.6989  -0.263
C 1.4705 8.6904 1.5018  -0.577
C 0.5008 7.8246 0.7101  -0.380
O 0.3399 6.5105 1.2422  -0.404
C -0.4190 6.4040 2.4493  -0.506
C -1.9115 6.6323 2.2486  -0.574
O -2.1922 8.0258 2.1274  -0.280
C -3.3549 8.2786 1.3640  -0.774
H 2.4857 10.1922 3.4602  0.326
H 1.2530 9.6678 4.6331  0.226
H 2.3591 8.4674 3.9477  0.344
H 2.3716 8.1089 1.7279  0.358
H 1.7582 9.5649 0.9063  0.393
H 0.9227 7.6771 -0.2900  0.401
H -0.4645 8.3133 0.5711  0.145
H -0.0082 7.0459 3.2297  0.136
H -0.2812 5.3730 2.7866  0.505
H -2.4601 6.2605 3.1212  0.420
H -2.2439 6.0907 1.3561  0.372
H -3.2621 7.8383 0.3657  0.340
H -3.4591 9.3588 1.2515  0.227
H -4.2400 7.8834 1.8710  0.333
C 1.1765 -5.7418 -0.4032  -0.637
O 1.8602 -6.2061 -1.5564  -0.278
C 1.1231 -7.1892 -2.2676  -0.559
C 1.4723 -7.1490 -3.7478  -0.307
O 0.8655 -6.0622 -4.4493  -0.484
C 1.4092 -4.7648 -4.1947  -0.305
C 2.7850 -4.5499 -4.8136  -0.593
O 3.7904 -5.1864 -4.0308  -0.199
C 4.9183 -5.5571 -4.7954  -0.849
H 1.0601 -6.5494 0.3255  0.369
H 1.7661 -4.9402 0.0440  0.110
H 0.1986 -5.3316 -0.6756  0.318
H 0.0455 -7.0306 -2.1457  0.327
H 1.3817 -8.1704 -1.8514  0.401
H 1.0650 -8.0527 -4.2146  0.393
H 2.5502 -7.1722 -3.9148  0.101
H 1.4026 -4.5379 -3.1282  0.137
H 0.7161 -4.0641 -4.6689  0.401
H 3.0139 -3.4780 -4.8355  0.405
H 2.7867 -4.9404 -5.8383  0.345
H 4.6247 -6.2197 -5.6172  0.352
H 5.6039 -6.1032 -4.1463  0.229
H 5.4250 -4.6696 -5.1871  0.314